Record 1
DFT (the ωB97M-V functional and the def2-TZVPD basis) results for a molecular structure, C5H6O.

Values from the calculation:
Net charge: 0
Energy above the lowest of the compared OMol25 structures with the same formula, charge and spin (eV): 5.4083
LUMO (eV): 0.4

Each line ends with the Mulliken charge.
Geometry (Å):
C 1.27725 0.77469 0.47595  -1.001
C 0.00025 1.20956 0.10289  -0.002
O -0.08696 0.26115 -1.57570  -0.614
C -0.91208 0.16901 -0.43384  -0.136
C -0.94455 -1.12579 0.25945  -0.653
C -0.99298 -2.19115 0.81849  0.352
H 1.04596 0.31503 -0.78691  0.451
H 1.34794 -0.13537 1.06940  0.290
H 2.07901 1.49756 0.57929  0.291
H -0.22814 2.23663 -0.16291  0.297
H -1.93163 0.51912 -0.63684  0.315
H -1.03435 -3.13820 1.31174  0.410



Record 2
DFT (the ωB97M-V functional and the def2-TZVPD basis) results for a molecular structure, C20H30BrF12NO10SSi2.

Values from the calculation:
Net charge: 0
LUMO (eV): 0.5

Each line ends with the Mulliken charge.
Geometry (Å):
C 0.33043 -3.35657 -6.89790  -1.428
C 1.10516 -2.33361 -6.07266  0.241
Br -0.13110 -1.48642 -4.82615  -0.177
C 2.33751 -2.92661 -5.36793  -0.750
Si 2.46917 -2.95758 -3.50548  0.340
S 2.69575 -1.05363 -2.55118  -0.309
O 3.85073 -3.83214 -3.22516  -0.007
Si 4.63732 -3.94853 -1.79991  0.390
N 6.01815 -2.88740 -1.80018  -0.389
C 6.48148 -2.42829 -0.78406  0.651
O 6.92026 -1.95915 0.18835  -0.450
H -0.26733 -2.86243 -7.66356  0.373
H 1.02492 -4.03884 -7.39160  0.407
H -0.34947 -3.93682 -6.27377  0.344
H 1.43537 -1.54546 -6.74252  0.377
H 2.42456 -3.97737 -5.66203  0.363
H 3.24331 -2.43055 -5.72803  0.350
H 1.37158 -3.68379 -2.84494  -0.116
H 2.65826 -0.29127 -3.64731  0.121
H 5.13996 -5.31890 -1.64142  -0.177
H 3.73359 -3.55149 -0.70238  -0.151
C 0.49049 4.02829 0.39470  -1.001
C 0.23045 2.58285 0.04272  -0.423
O -0.66220 2.47654 -1.09572  -0.187
C -0.10824 2.57838 -2.28813  0.347
O 1.04189 2.75045 -2.56346  -0.551
C -1.19497 2.35945 -3.36939  0.853
F -2.31952 3.03080 -3.09724  -0.259
F -1.49374 1.05060 -3.40040  -0.223
F -0.76443 2.72939 -4.56472  -0.253
H -0.45194 4.54544 0.56839  0.306
H 1.09434 4.08647 1.29939  0.393
H 1.02215 4.53609 -0.40952  0.320
H -0.29300 2.06521 0.84321  0.360
H 1.14841 2.03940 -0.17753  0.330
C -3.48340 0.12857 -1.21985  -0.664
C -4.83828 0.64127 -0.79809  -0.383
O -5.38717 -0.14568 0.28970  -0.316
C -4.96245 0.16608 1.49903  0.344
O -4.18607 1.02108 1.81111  -0.523
C -5.66632 -0.73255 2.54813  0.912
F -5.70465 -2.00803 2.15895  -0.247
F -6.92604 -0.30989 2.72445  -0.259
F -5.03383 -0.66507 3.71320  -0.238
H -3.53901 -0.92687 -1.48892  0.341
H -3.12625 0.69041 -2.07660  0.079
H -2.75881 0.23620 -0.41295  0.275
H -5.57063 0.54876 -1.59636  0.355
H -4.79399 1.68465 -0.48845  0.322
C -3.62084 7.40834 4.19837  -1.092
C -2.38980 6.84078 4.86535  -0.242
O -1.30481 6.69094 3.91724  -0.314
C -0.58986 7.77553 3.67494  0.314
O -0.72470 8.86631 4.14366  -0.514
C 0.54603 7.43193 2.67843  0.946
F 0.09711 6.67063 1.67569  -0.238
F 1.50998 6.75298 3.31564  -0.264
F 1.07146 8.53674 2.17053  -0.248
H -3.91721 6.78688 3.35348  0.302
H -4.44258 7.43935 4.91336  0.380
H -3.43822 8.41999 3.83836  0.313
H -2.56338 5.83408 5.23725  0.318
H -2.05247 7.46547 5.69113  0.329
C 2.07417 -6.08151 5.17349  -1.093
C 3.10693 -6.47511 4.14350  -0.220
O 2.52264 -6.54837 2.81964  -0.308
C 2.40939 -5.40197 2.17365  0.328
O 2.73248 -4.31256 2.54431  -0.511
C 1.81536 -5.65108 0.76484  0.925
F 0.78955 -6.50323 0.80108  -0.267
F 2.76451 -6.17336 -0.02746  -0.263
F 1.39814 -4.51113 0.23083  -0.220
H 1.23083 -6.77154 5.15132  0.303
H 2.52049 -6.10764 6.16726  0.369
H 1.70304 -5.07439 4.98864  0.315
H 3.49246 -7.47561 4.32316  0.310
H 3.94265 -5.77724 4.12178  0.326



Record-wise frontier orbital gap values, in eV: 9.33 9.93